ORCA calculation (ωB97M-V with the def2-TZVPD basis set) on a 13-piece molecular cluster, C50H126Cl12N15O9P5 overall in a non-equilibrium geometry.

Element x y z (Å)
Cl: -12.71960 3.62101 1.67631
C: -11.63184 2.45981 0.87790
C: -10.08819 2.75358 1.35543
Cl: -9.47532 4.18672 0.55958
H: -11.66111 2.46539 -0.21169
H: -11.86615 1.52488 1.38694
H: -9.38965 1.93286 1.19246
H: -10.16114 2.94339 2.42629
Cl: 9.05110 -2.25609 -3.71331
C: 10.47949 -3.14741 -3.15419
C: 10.82034 -3.14553 -1.65377
Cl: 10.64325 -4.83958 -1.00123
H: 11.31454 -2.55943 -3.53507
H: 10.66717 -4.14011 -3.56334
H: 10.15505 -2.38272 -1.24931
H: 11.85856 -2.88676 -1.44578
Cl: 7.34734 -1.95944 7.76426
C: 6.07219 -2.94962 7.02465
C: 6.40114 -4.42792 7.47829
Cl: 5.22225 -5.58153 6.83439
H: 6.19548 -3.04810 5.94614
H: 5.09906 -2.52058 7.26350
H: 6.58684 -4.45715 8.55196
H: 7.32103 -4.70557 6.96370
Cl: -5.42936 -8.64055 8.43977
C: -4.50495 -7.15656 8.55468
C: -4.53039 -6.47660 7.12100
Cl: -3.59800 -7.42767 5.88992
H: -3.54949 -7.26777 9.06736
H: -4.94398 -6.40617 9.21213
H: -4.29400 -5.41394 7.06662
H: -5.58271 -6.42755 6.84119
Cl: -11.02707 -5.72963 -3.16135
C: -11.00358 -7.46035 -2.66870
C: -10.20863 -7.72102 -1.32094
Cl: -8.42687 -7.26249 -1.48714
H: -10.52989 -7.95653 -3.51577
H: -12.03479 -7.79292 -2.55007
H: -10.14141 -8.78584 -1.09785
H: -10.54507 -7.12859 -0.47010
Cl: 7.71788 -11.73926 0.32385
C: 6.00976 -11.50578 -0.40517
C: 4.93050 -12.20618 0.32626
Cl: 3.29449 -12.03260 -0.32080
H: 6.07372 -11.73144 -1.46964
H: 5.79320 -10.43877 -0.35323
H: 4.90518 -11.74234 1.31231
H: 5.14987 -13.27343 0.29516
O: -3.94040 10.57034 9.26971
P: -3.64241 11.76707 8.39078
N: -3.15783 13.11114 9.28287
C: -1.87934 12.81312 10.11858
C: -3.82872 14.39089 9.44387
N: -5.05185 12.27362 7.44248
C: -6.36522 11.92086 8.01654
C: -4.93225 12.96704 6.15755
N: -2.41085 11.57895 7.21235
C: -1.66749 10.32519 7.18651
C: -1.68926 12.77176 6.72602
H: -2.02025 11.79508 10.48168
H: -1.65913 13.54946 10.89149
H: -0.92366 12.80872 9.59439
H: -4.18774 14.46186 10.47059
H: -4.66599 14.36671 8.74637
H: -3.08641 15.16090 9.23371
H: -6.47264 11.91502 9.10122
H: -6.84180 12.89422 7.90017
H: -6.75706 10.98881 7.60929
H: -4.56139 13.99192 6.17107
H: -4.35229 12.29756 5.52230
H: -5.91896 12.96508 5.69440
H: -2.26023 9.52001 7.62064
H: -1.52320 9.95044 6.17317
H: -0.73084 10.33804 7.74382
H: -0.74175 12.88547 7.25268
H: -2.27310 13.67871 6.88316
H: -1.44523 12.61582 5.67519
O: 5.49406 -11.67074 -10.50673
P: 4.57487 -10.57857 -10.97981
N: 5.31604 -9.24300 -11.84074
C: 6.01451 -9.76331 -13.00639
C: 6.27578 -8.45300 -11.01131
N: 3.72838 -9.75307 -9.72100
C: 2.93408 -8.49791 -9.82173
C: 3.36171 -10.64350 -8.49407
N: 3.18083 -10.97340 -11.95936
C: 2.34901 -10.10810 -12.72220
C: 2.90795 -12.40568 -12.13187
H: 5.22291 -9.83022 -13.75271
H: 6.23112 -10.79220 -12.71904
H: 6.71778 -8.98480 -13.30207
H: 5.68575 -7.85034 -10.32083
H: 6.93636 -7.78268 -11.56122
H: 6.83767 -9.20492 -10.45722
H: 1.91483 -8.68125 -10.16177
H: 3.15219 -7.82995 -8.98845
H: 3.38763 -7.97806 -10.66561
H: 4.17172 -11.32841 -8.24334
H: 2.98426 -10.21142 -7.56728
H: 2.53137 -11.24889 -8.85761
H: 2.33016 -9.12966 -12.24218
H: 2.74564 -10.08708 -13.73725
H: 1.34809 -10.50623 -12.88875
H: 1.87267 -12.59605 -11.84891
H: 3.64247 -12.96298 -11.55049
H: 3.06951 -12.62204 -13.18789
O: -5.08462 2.00473 -13.38714
P: -3.89617 0.95396 -13.45246
N: -2.47830 1.67968 -14.12122
C: -1.80060 2.70837 -13.36839
C: -2.09086 1.73690 -15.56610
N: -4.15954 -0.46713 -14.33659
C: -3.03621 -1.48217 -14.37081
C: -5.25554 -0.75533 -15.27908
N: -3.52123 0.27900 -11.85359
C: -4.39122 -0.78160 -11.23955
C: -2.95287 1.17495 -10.79974
H: -0.75528 2.40515 -13.30962
H: -2.15002 2.91883 -12.35758
H: -1.86631 3.67103 -13.87541
H: -1.38481 0.90650 -15.56722
H: -1.76523 2.69169 -15.97894
H: -2.99115 1.45759 -16.11342
H: -2.41328 -1.26178 -15.23769
H: -2.39962 -1.57555 -13.49097
H: -3.40323 -2.44079 -14.73750
H: -4.98631 -0.49224 -16.30202
H: -5.43430 -1.82705 -15.19206
H: -6.22083 -0.34820 -14.97815
H: -4.30738 -1.62636 -11.92327
H: -4.10491 -0.91324 -10.19610
H: -5.36209 -0.29089 -11.30820
H: -3.06505 2.25765 -10.85707
H: -1.87018 1.05522 -10.76002
H: -3.31233 1.01917 -9.78259
O: -0.28207 2.14684 15.09982
P: -0.50011 0.91140 14.28893
N: 0.85348 0.24216 13.45704
C: 0.94879 -1.16384 12.85173
C: 1.85991 1.05673 12.88737
N: -1.68584 1.04101 12.98018
C: -1.33531 2.09690 12.02010
C: -2.18055 -0.18709 12.24431
N: -1.12368 -0.34727 15.33454
C: -0.13486 -1.06055 16.17970
C: -2.40283 0.00377 15.95289
H: 0.11626 -1.82269 13.09853
H: 1.86114 -1.70567 13.10101
H: 0.95442 -1.03126 11.76984
H: 1.53197 1.65348 12.03622
H: 2.78801 0.50793 12.72749
H: 2.08159 1.78003 13.67210
H: -0.44603 1.69984 11.53057
H: -2.24814 2.30673 11.46260
H: -1.09064 3.04346 12.50202
H: -1.47652 -0.52628 11.48444
H: -2.32771 -0.89379 13.06104
H: -3.06369 0.10758 11.67745
H: -0.51785 -1.59985 17.04606
H: 0.19908 -1.88852 15.55437
H: 0.65692 -0.48159 16.65511
H: -2.48177 -0.55968 16.88262
H: -3.15248 -0.46097 15.31247
H: -2.54386 1.07925 16.06043
O: 0.20590 -1.67884 2.17450
P: -0.03969 -1.00711 0.84800
N: 0.59744 -1.86825 -0.51537
C: 0.77518 -1.19570 -1.91193
C: 0.75088 -3.30839 -0.61179
N: 0.80127 0.46088 0.79399
C: 0.38608 1.51681 1.67621
C: 2.28550 0.48864 0.57488
N: -1.66219 -0.53327 0.47932
C: -2.77046 -1.51386 0.68999
C: -1.89052 0.44019 -0.53119
H: 0.01397 -1.61705 -2.56853
H: 1.73232 -1.39604 -2.39343
H: 0.68092 -0.13160 -1.69538
H: 1.10367 -3.77533 0.30777
H: 1.55750 -3.52082 -1.31345
H: -0.20641 -3.74991 -0.88886
H: 0.30866 1.26663 2.73428
H: 1.04607 2.38340 1.63719
H: -0.58037 1.87153 1.31805
H: 2.74016 -0.42054 0.18145
H: 2.48527 1.12851 -0.28462
H: 2.89686 0.86910 1.39316
H: -3.66683 -1.42799 0.07580
H: -2.34198 -2.50674 0.82673
H: -3.11916 -1.41982 1.71841
H: -2.28791 1.38477 -0.15976
H: -2.77093 0.16441 -1.11163
H: -1.12169 0.81867 -1.20481
O: 5.18737 10.69814 4.17632
C: 5.57367 9.84186 4.95002
O: 5.66394 8.52822 4.69882
C: 6.14099 7.73641 5.79054
C: 6.14078 8.67787 7.00665
C: 6.08224 10.08489 6.41312
H: 7.10579 7.24081 5.68268
H: 5.44704 6.94945 6.08582
H: 7.05810 8.51919 7.57362
H: 5.37000 8.52791 7.76262
H: 7.08068 10.50635 6.29662
H: 5.37432 10.77800 6.86757
O: 2.03213 4.49868 -6.06355
C: 3.06449 4.93517 -6.60490
O: 3.07252 6.12083 -7.24089
C: 4.31417 6.53368 -7.67474
C: 5.04822 5.19035 -7.62768
C: 4.43078 4.24488 -6.62348
H: 4.74529 7.22539 -6.95102
H: 4.33955 6.87559 -8.70941
H: 6.01545 5.41341 -7.17734
H: 5.33189 4.84726 -8.62264
H: 5.01670 4.39479 -5.71665
H: 4.35792 3.18996 -6.88790

Values from the calculation:
2S+1   1
Molar mass   1661.960 g/mol
Kohn-Sham gap   8.560 eV